The following is a quantum chemistry calculation of C25H42Cl2LaO2P2 as an isolated structure, from the Open Molecules 2025 dataset.

Last column: Löwdin charge in e.
Element x y z (Å)
La1 -0.748 1.588 -1.999  1.757
C1 -0.993 -1.599 0.944  -0.220
C2 0.302 -1.940 0.451  -0.184
C3 0.521 -0.203 1.961  -0.187
C4 -0.860 -0.513 1.847  -0.201
C5 1.227 -1.070 1.089  -0.233
C6 -2.240 -2.244 0.504  -0.075
H1 -2.315 -2.266 -0.600  0.001
H2 -3.125 -1.725 0.875  0.070
H3 -2.316 -3.293 0.822  0.094
C7 -1.944 0.132 2.612  -0.029
H4 -2.915 -0.306 2.355  0.071
H5 -1.996 1.217 2.438  0.088
H6 -1.779 -0.006 3.692  0.096
C8 1.122 0.748 2.916  -0.018
H7 0.664 0.581 3.903  0.094
H8 0.954 1.802 2.643  0.087
H9 2.202 0.565 2.986  0.079
C9 2.672 -1.083 0.818  -0.067
H10 3.123 -2.016 1.185  0.093
H11 3.205 -0.269 1.314  0.073
H12 2.904 -1.027 -0.258  0.022
C10 0.626 -2.885 -0.651  -0.075
H13 0.981 -3.847 -0.237  0.105
H14 1.417 -2.454 -1.308  0.045
H15 -0.293 -3.069 -1.258  0.012
C11 -1.289 2.247 -4.849  -0.167
C12 -1.817 1.052 -5.166  -0.166
C13 -1.447 0.164 -6.282  -0.155
C14 0.058 0.112 -6.757  -0.139
C15 1.115 0.343 -5.698  -0.173
C16 1.579 1.564 -5.279  -0.176
C17 1.065 2.872 -5.727  -0.170
C18 -0.469 2.969 -5.888  -0.149
H16 -2.071 0.477 -7.130  0.139
H17 0.209 0.837 -7.587  0.121
H18 -1.705 -0.875 -6.080  0.082
H19 -0.703 2.481 -6.837  0.100
H20 -1.567 2.851 -3.929  0.078
H21 -2.570 0.559 -4.556  0.055
H22 -0.786 4.024 -5.960  0.134
H23 1.470 3.704 -5.144  0.118
H24 2.660 1.564 -5.131  0.099
H25 1.476 2.980 -6.728  0.127
H26 0.274 -0.905 -7.179  0.131
H27 1.803 -0.523 -5.519  0.106
P1 -1.361 -1.497 -2.695  0.896
C19 -2.801 -0.278 -2.716  -0.359
C20 -1.822 -2.525 -4.138  -0.255
P2 1.702 -0.058 -2.492  0.893
C21 -0.001 -0.475 -3.497  -0.644
C22 3.200 -0.555 -3.394  -0.286
C23 1.990 1.870 -2.361  -0.321
H28 -2.532 0.812 -2.857  -0.063
H29 -3.364 -0.386 -1.775  0.050
H30 -3.502 -0.499 -3.557  0.065
H31 -1.031 -2.504 -4.906  0.045
H32 -2.809 -2.226 -4.536  0.054
H33 -1.867 -3.564 -3.782  0.047
H34 2.536 2.202 -3.257  0.022
H35 2.637 1.915 -1.468  0.061
H36 1.192 2.683 -2.256  -0.009
H37 -0.305 0.515 -3.926  -0.068
H38 -0.010 -0.805 -4.572  0.030
H39 3.963 -0.808 -2.622  0.058
H40 3.659 0.180 -4.072  0.045
H41 2.995 -1.477 -3.954  0.053
Cl1 -0.492 6.545 -0.880  0.588
C24 -1.075 5.318 0.361  -0.942
Cl2 -2.812 5.325 0.550  0.669
C25 -0.729 3.996 -0.307  -0.811
O1 0.046 3.133 0.188  -0.076
O2 -1.330 3.820 -1.441  -0.322
H42 -0.531 5.515 1.304  0.089

Results
Relative energy (zero: lowest compared OMol25 entry of this formula, charge and spin) ... 64.3 kJ/mol
HOMO-LUMO gap (alpha / beta) ... 6.44 / 5.10 eV
LUMO level (alpha / beta) ... -0.11294 / -0.12883 hartree
Total charge ... +1
E_HOMO (alpha / beta) ... -9.51 / -8.60 eV
Multiplicity ... 1



The following is a quantum chemistry calculation of C25H42Cl2O2P2Tc as an isolated structure, from the Open Molecules 2025 dataset.

Last column: Löwdin charge in e.
Element x y z (Å)
Tc1 -1.096 0.637 -3.159  1.284
C1 -0.993 -1.497 0.449  -0.128
C2 0.314 -1.666 -0.088  -0.130
C3 0.455 -0.216 1.693  -0.123
C4 -0.898 -0.615 1.560  -0.127
C5 1.208 -0.879 0.692  -0.124
C6 -2.240 -2.153 0.010  -0.013
H1 -2.067 -2.785 -0.868  0.064
H2 -3.010 -1.409 -0.250  0.082
H3 -2.657 -2.792 0.806  0.123
C7 -1.985 -0.254 2.486  0.003
H4 -2.960 -0.503 2.054  0.092
H5 -1.972 0.820 2.712  0.055
H6 -1.895 -0.798 3.441  0.126
C8 0.990 0.652 2.760  0.003
H7 0.977 0.135 3.732  0.124
H8 0.391 1.567 2.859  0.077
H9 2.026 0.934 2.541  0.093
C9 2.675 -0.820 0.553  -0.015
H10 3.170 -1.071 1.505  0.119
H11 3.018 0.188 0.264  0.049
H12 3.032 -1.529 -0.204  0.092
C10 0.705 -2.554 -1.197  0.000
H13 1.414 -3.322 -0.849  0.121
H14 1.199 -1.999 -2.009  0.071
H15 -0.166 -3.063 -1.622  0.080
C11 -1.598 1.969 -4.486  -0.284
C12 -2.185 0.621 -4.890  -0.417
C13 -1.475 -0.081 -6.033  -0.197
C14 -0.010 -0.390 -5.694  -0.165
C15 0.352 -0.132 -4.221  -0.355
C16 1.341 1.022 -4.010  -0.371
C17 0.965 2.387 -4.652  -0.134
C18 -0.445 2.567 -5.258  -0.148
H16 -1.526 0.557 -6.926  0.127
H17 0.683 0.135 -6.367  0.129
H18 -1.995 -1.012 -6.299  0.100
H19 -0.472 2.256 -6.312  0.120
H20 -2.382 2.696 -4.246  0.125
H21 -3.267 0.729 -5.047  0.122
H22 -0.632 3.654 -5.268  0.136
H23 1.136 3.193 -3.926  0.115
H24 2.209 0.674 -4.594  0.118
H25 1.693 2.577 -5.456  0.128
H26 0.174 -1.457 -5.890  0.120
H27 0.822 -1.043 -3.825  0.098
P1 -2.882 -0.759 -3.313  0.919
C19 -4.470 -0.150 -2.675  -0.233
C20 -3.253 -2.342 -4.088  -0.211
P2 3.771 1.304 -2.159  0.899
C21 1.915 1.157 -2.560  -0.365
C22 4.563 0.337 -3.507  -0.289
C23 4.107 2.986 -2.824  -0.298
H28 -4.337 0.824 -2.182  0.060
H29 -4.826 -0.875 -1.930  0.063
H30 -5.179 -0.067 -3.509  0.071
H31 -2.638 -2.495 -4.981  0.054
H32 -4.317 -2.411 -4.353  0.077
H33 -3.010 -3.134 -3.363  0.062
H34 4.069 2.986 -3.919  0.038
H35 5.121 3.254 -2.493  0.048
H36 3.397 3.708 -2.407  0.034
H37 1.479 2.049 -2.079  0.001
H38 1.636 0.281 -1.946  0.032
H39 5.410 -0.191 -3.039  0.039
H40 4.954 1.004 -4.288  0.046
H41 3.878 -0.404 -3.931  0.031
Cl1 -1.773 3.221 1.439  0.677
C24 -0.847 3.563 -0.036  -0.943
Cl2 0.904 3.219 0.153  0.651
C25 -1.471 2.759 -1.195  -0.711
O1 -2.346 3.300 -1.869  0.050
O2 -0.976 1.560 -1.350  -0.248
H42 -0.953 4.623 -0.277  0.081

Results
Relative energy (zero: lowest compared OMol25 entry of this formula, charge and spin) ... 0.0 kJ/mol
HOMO-LUMO gap (alpha / beta) ... 5.89 / 5.44 eV
LUMO level (alpha / beta) ... -0.27671 / -0.29349 hartree
Total charge ... +2
E_HOMO (alpha / beta) ... -13.41 / -13.43 eV
Multiplicity ... 4



The following is a quantum chemistry calculation of C25H42ClN7O2Rh as an isolated structure, from the Open Molecules 2025 dataset.

Last column: Löwdin charge in e.
Element x y z (Å)
Rh1 -0.549 -2.387 -1.497  1.056
N1 -6.032 -2.670 0.754  0.213
C1 -5.006 -1.746 0.141  -0.117
C2 -3.697 -2.482 -0.165  -0.230
N2 -2.671 -1.572 -0.708  -0.016
H1 -6.871 -2.148 1.027  0.189
H2 -5.683 -3.135 1.597  0.182
H3 -6.334 -3.400 0.102  0.185
H4 -4.855 -0.933 0.850  0.145
H5 -5.460 -1.339 -0.761  0.146
H6 -3.867 -3.279 -0.891  0.127
H7 -3.297 -2.946 0.737  0.129
H8 -2.458 -0.841 -0.031  0.104
H9 -3.018 -1.089 -1.534  0.109
C3 3.278 3.600 2.863  -0.022
C4 2.423 2.450 3.417  -0.515
C5 1.463 3.015 4.469  -0.026
C6 3.372 1.460 4.109  -0.029
C7 1.606 1.742 2.288  -0.424
O1 1.134 0.452 2.740  -0.035
C8 0.349 2.472 1.791  -0.111
C9 0.436 3.817 1.057  -0.130
C10 -0.908 4.097 0.428  -0.237
C11 -1.195 3.626 -0.850  -0.054
C12 -2.449 3.801 -1.416  -0.112
C13 -3.434 4.452 -0.690  -0.682
Cl1 -5.005 4.659 -1.383  0.692
C14 -3.166 4.950 0.574  -0.084
C15 -1.904 4.770 1.123  -0.019
C16 2.536 1.368 1.128  -0.018
N3 1.798 0.619 0.101  -0.064
C17 1.270 -0.589 0.174  -0.086
N4 0.570 -0.804 -0.948  -0.079
C18 0.743 0.336 -1.688  -0.167
N5 1.473 1.214 -1.066  0.169
H10 3.759 4.113 3.696  0.105
H11 2.697 4.342 2.317  0.078
H12 4.081 3.242 2.215  0.091
H13 2.036 3.387 5.318  0.103
H14 0.773 2.263 4.865  0.092
H15 0.872 3.847 4.084  0.089
H16 3.911 1.988 4.896  0.102
H17 4.127 1.057 3.431  0.085
H18 2.850 0.625 4.574  0.088
H19 0.773 0.558 3.628  0.101
H20 -0.323 2.589 2.644  0.125
H21 -0.164 1.764 1.130  0.107
H22 1.206 3.804 0.283  0.117
H23 0.693 4.615 1.753  0.111
H24 -0.411 3.145 -1.425  0.094
H25 -2.662 3.466 -2.423  0.102
H26 -3.936 5.481 1.118  0.115
H27 -1.697 5.169 2.110  0.125
H28 3.341 0.737 1.498  0.140
H29 2.949 2.226 0.608  0.137
H30 1.353 -1.229 1.036  0.147
H31 0.311 0.500 -2.663  0.132
C19 4.130 -3.130 -4.262  0.019
C20 2.671 -3.221 -3.990  -0.243
C21 1.660 -3.886 -4.663  0.065
C22 0.477 -3.617 -3.982  -0.290
N6 0.745 -2.797 -2.946  -0.098
N7 2.088 -2.598 -2.950  0.079
C23 -0.911 -4.066 -4.292  -0.001
H32 4.360 -3.614 -5.207  0.102
H33 4.702 -3.627 -3.477  0.101
H34 4.455 -2.091 -4.320  0.101
H35 1.770 -4.484 -5.552  0.142
H36 2.520 -1.987 -2.277  0.161
H37 -0.884 -4.972 -4.893  0.105
H38 -1.442 -3.304 -4.865  0.101
H39 -1.484 -4.295 -3.390  0.056
C24 1.113 -4.622 -0.090  0.020
C25 -0.142 -4.057 -0.628  -0.418
O2 -1.226 -4.511 -0.806  0.098
H40 0.895 -5.282 0.750  0.118
H41 1.813 -3.841 0.194  0.083
H42 1.554 -5.226 -0.890  0.123

Results
HOMO-LUMO gap ... 5.17 eV
LUMO level ... -0.34597 hartree
Total charge ... +3
E_HOMO ... -14.58 eV
Multiplicity ... 1



We obtain energy values of -2762.4726, -2811.4460, -2081.4118 hartree for the records listed above, in that order.